Entry 1:
ORCA calculation (wB97M-V/def2-TZVPD) on an isolated molecule of C5H8N2.

Calculated values
Charge: 0
SMILES string: Cc1c[nH]c(N)c1
E_LUMO in eV: 1.037
Gap between HOMO and LUMO in eV: 8.635
HOMO energy in eV: -7.60

Geometry as XYZ:
```
15
Properties=species:S:1:pos:R:3:forces:R:3
C -0.3301 -0.7903 -1.0253 0.0 0.0 0.2
N -0.5136 -1.4871 -2.2416 0.1 0.2 -0.2
H -0.7940 -0.8432 -2.9706 -0.1 -0.1 0.0
N -0.2705 -1.5131 0.1304 -0.1 -0.1 -0.2
H -0.1584 1.3648 -1.3930 0.1 -0.1 0.0
C -0.0435 -0.6715 1.1955 0.1 0.1 0.1
H 1.0232 1.5233 2.3667 -0.1 0.1 -0.1
H 0.0748 -1.0674 2.1953 0.0 0.1 -0.1
H 0.3579 -1.9170 -2.5479 -0.2 0.1 0.1
C 0.0393 0.6103 0.7125 0.1 -0.1 0.0
H -0.3450 2.4924 1.7864 0.1 -0.2 -0.1
H 1.1545 2.4256 0.8530 -0.1 -0.1 0.2
C -0.1645 0.5335 -0.7006 0.0 0.0 -0.1
C 0.4726 1.8305 1.4720 0.0 0.0 0.1
H -0.5027 -2.4909 0.1672 0.1 0.1 0.1
```
Forces are in eV/Å.


Entry 2:
ORCA calculation (wB97M-V/def2-TZVPD) on a cluster of 2 separate species, C2H7NS4 in total.

Calculated values
Charge: 0
E_LUMO (alpha / beta) in eV: 0.143 / 0.143
Gap between HOMO and LUMO (alpha / beta) in eV: 7.545 / 7.543
HOMO energy (alpha / beta) in eV: -7.40 / -7.40

Geometry as XYZ:
```
14
Properties=species:S:1:pos:R:3:forces:R:3
H -0.1376 2.2869 1.2049 0.2 0.0 0.2
H 2.0526 0.4149 1.4399 -0.1 0.2 0.0
H 0.1336 1.5279 -1.3413 0.0 0.2 -0.8
C -0.1516 -0.0022 0.6280 2.8 2.1 -2.6
H 1.6597 1.2903 -0.4236 1.3 1.0 0.6
C 0.9854 0.9204 -1.1233 -1.8 -2.8 2.0
H 0.6724 -2.7361 -0.8370 -0.9 0.4 0.7
H -3.0960 -0.3858 0.1459 -0.1 -0.1 -0.1
N -0.8829 -1.0526 0.1067 -1.6 -1.2 -0.6
S -1.1768 1.5030 0.9208 0.3 -0.7 0.8
S 1.2008 -0.5692 1.7323 -0.9 0.4 -0.1
S -0.3334 -2.6987 0.1467 0.0 0.9 -0.8
S -2.2730 -0.5529 -0.9017 1.2 -1.1 0.6
H 1.3468 0.0541 -1.6984 -0.4 0.8 0.0
```
Forces are in eV/Å.


Entry 3:
ORCA calculation (wB97M-V/def2-TZVPD) on an isolated molecule of C5H12O.

Calculated values
Charge: 0
SMILES string: CCCCOC
E_LUMO in eV: 1.150
Gap between HOMO and LUMO in eV: 10.704
HOMO energy in eV: -9.55

Geometry as XYZ:
```
18
Properties=species:S:1:pos:R:3:forces:R:3
H 1.1018 -1.8964 0.2171 0.1 0.1 -0.1
H 1.1952 -0.5932 -0.9753 -0.1 0.0 0.1
H -3.4166 0.6030 -0.9521 0.1 0.0 0.1
O 1.9937 -0.1917 0.8937 0.0 -0.1 0.2
H -0.2779 0.6209 0.9858 0.0 0.0 -0.1
C -2.6858 0.4640 -0.1488 0.0 0.0 0.0
C -0.3955 -0.3525 0.4968 0.0 0.0 0.0
H 3.1505 1.4790 0.9696 0.0 -0.1 -0.1
H -3.1711 -0.1033 0.6552 0.1 0.1 -0.1
H -0.9854 0.3263 -1.4784 0.0 0.0 0.2
C 2.8307 0.7289 0.2384 0.2 0.2 -0.1
H 3.7281 0.2468 -0.1765 -0.1 0.0 0.0
C -1.4168 -0.2357 -0.6372 0.0 0.0 0.0
H -0.8009 -1.0341 1.2562 0.1 0.2 0.0
H 2.3139 1.2425 -0.5847 0.0 0.0 0.2
C 1.0097 -0.8120 0.0870 -0.2 -0.2 -0.2
H -2.4350 1.4517 0.2566 -0.1 -0.1 -0.1
H -1.6643 -1.2308 -1.0321 0.0 0.1 0.1
```
Forces are in eV/Å.


Entry 4:
ORCA calculation (wB97M-V/def2-TZVPD) on a structure of composition C33H44BF2HfN3O3SiTe.

Calculated values
Charge: 0
E_LUMO in eV: -0.084
Gap between HOMO and LUMO in eV: 5.800
HOMO energy in eV: -5.88

Geometry as XYZ:
```
89
Properties=species:S:1:pos:R:3:forces:R:3
C 1.7228 4.7095 2.6043 0.1 -0.1 -0.1
H 0.8117 6.3262 3.6779 0.0 0.0 0.0
C 2.9170 2.8917 1.3589 0.0 -0.1 0.0
H -1.3433 2.8314 -3.8861 0.0 0.0 0.0
Te 0.9474 2.7257 0.5217 0.6 1.4 0.3
H 5.0354 5.8900 4.2173 0.0 0.0 0.0
C 1.6515 -1.3925 -4.8333 0.0 0.0 0.3
O 2.2367 0.9122 -0.9008 0.2 -0.2 0.2
H 3.1527 1.9538 1.8641 0.0 0.0 -0.1
H -2.8114 -1.2479 -1.4207 -0.1 0.0 0.0
H -3.7763 -2.3461 -0.4165 0.0 0.0 0.0
C -1.8471 -2.8695 1.5082 0.2 0.3 -0.1
C 1.5465 -1.4390 -3.4853 0.3 -0.3 -0.4
C -0.1603 -5.6514 0.6413 0.0 0.1 0.0
H 2.9235 7.0960 4.6915 0.0 0.0 0.0
N -0.9117 0.8380 -1.3031 -0.3 0.0 -0.1
H -3.9465 -2.3753 -2.1765 0.0 0.0 0.0
H 2.1056 -5.3716 -0.7701 0.0 0.0 0.0
H -0.6313 1.0683 -5.4004 0.0 0.0 0.0
H 4.9753 -0.8936 -0.8790 0.0 0.0 0.0
H 1.8463 -2.8909 1.1913 0.1 0.0 0.0
C 2.9152 4.0516 2.3170 -0.1 0.0 0.0
C 0.4932 -4.3273 0.2408 0.0 0.2 -0.1
H 2.1955 -4.5822 1.5675 0.0 0.0 0.0
C 0.4343 4.2152 2.0032 -0.2 -0.1 0.1
H -3.0696 3.5984 0.2239 0.0 0.0 0.0
H -2.0726 -5.4980 -1.5578 -0.1 0.0 0.0
C 2.9894 -0.1028 -0.8454 0.8 0.5 -0.2
H 0.8066 -4.8692 -1.8549 0.0 0.0 0.0
C -2.4606 2.1643 1.6921 -0.4 0.2 0.5
H -2.6179 1.6072 -3.9398 0.0 0.1 0.0
H 0.8203 -3.7777 2.3301 0.0 0.0 0.0
C 0.8385 -0.4502 -5.5493 -0.2 0.2 0.0
C -3.8829 3.7330 3.5150 0.0 0.0 0.0
H -4.3389 4.9858 1.8333 0.0 0.0 0.0
H -1.2202 -2.2443 -3.1159 0.1 0.1 -0.1
C 1.7380 5.8070 3.4609 0.0 0.0 0.0
Hf 0.4218 -0.6061 -0.6712 1.1 0.0 0.7
C -3.8290 4.0934 2.1730 -0.1 0.1 0.0
H -2.4073 2.5970 -2.4943 -0.1 0.1 0.0
C 4.1008 4.4758 2.9100 0.0 0.0 0.0
C 4.1077 5.5639 3.7658 0.0 -0.1 0.0
C -2.5249 1.8044 3.0405 0.1 -0.1 -0.2
B 0.3771 0.8396 1.7399 0.8 -0.4 1.1
H -4.4406 4.3362 4.2193 0.0 0.0 0.0
H -0.8523 -5.5201 1.4762 0.0 -0.1 0.0
C -2.7686 -4.7053 -1.2792 0.1 0.1 0.1
C -3.2250 2.5895 3.9415 -0.1 0.1 0.1
H 0.6081 -6.3697 0.9501 0.0 0.0 0.0
H -3.0864 -4.8739 -0.2475 0.0 -0.1 0.0
H -0.7093 -6.0924 -0.1905 0.0 0.0 0.1
Si -0.7872 -2.8833 -0.0962 -1.0 -1.8 0.2
H -0.7080 -3.9328 -3.0223 0.0 0.0 0.0
C 1.3891 -4.5693 -0.9814 -0.2 0.0 0.1
C -0.0032 0.3611 -4.8760 0.1 -0.1 -0.3
C -0.0951 0.3001 -3.4394 -0.4 0.3 0.5
N 0.7150 -0.6401 -2.7535 -0.8 0.1 0.1
C -3.2282 -2.2596 -1.3574 0.1 0.0 0.1
H 1.9556 -3.6712 -1.2335 0.1 0.0 -0.1
H 3.6311 3.0412 0.5513 -0.1 -0.1 -0.1
F 0.5147 1.1680 3.0532 -0.3 0.0 -0.1
H -0.1235 5.0227 1.5303 0.0 -0.1 -0.1
H -3.2573 2.3022 4.9845 0.0 0.0 0.0
H 2.3265 -2.0574 -5.3509 0.0 0.0 0.0
H 2.1365 -2.1443 -2.9135 0.0 0.0 0.0
O -0.8727 0.3330 1.2397 -0.1 0.5 -0.8
H 0.9026 -0.4029 -6.6288 0.0 0.0 0.0
C -3.1269 3.3223 1.2684 0.2 -0.2 -0.1
F 1.3538 -0.1941 1.4255 -0.6 0.4 -0.1
C -1.7024 1.3706 0.7395 0.4 -0.3 -0.7
H 4.6604 0.4449 -2.0144 0.0 0.0 0.0
H -2.3194 -3.5263 -3.6186 0.0 0.0 0.0
C -2.1289 -3.3270 -1.4645 0.2 0.1 0.0
H -2.0245 0.9095 3.3831 0.0 0.0 0.0
H -0.2074 3.7734 2.7676 0.0 -0.1 -0.1
C -1.8787 2.0870 -3.2929 0.2 -0.2 0.1
C -1.5518 -3.2539 -2.8845 -0.1 -0.1 0.1
C 4.4714 0.0593 -1.0123 -0.1 -0.2 0.0
H -2.4344 -3.7862 1.5980 0.0 0.0 0.0
H -1.2267 -2.7796 2.4027 0.0 0.0 0.0
H 5.0238 3.9498 2.6948 0.0 0.0 0.0
H -3.6508 -4.7995 -1.9224 0.0 0.0 0.0
H 4.8392 0.7878 -0.2909 0.0 0.0 0.0
H -2.5426 -2.0273 1.5148 0.0 0.0 0.0
C -0.9374 1.0731 -2.6982 0.0 0.4 -0.8
C 2.9224 6.2359 4.0346 0.0 0.0 0.0
N -1.6878 1.6099 -0.5221 -0.6 -0.1 0.4
O 2.4800 -1.2443 -0.6736 0.4 -0.5 -0.1
C 1.3876 -3.8608 1.4006 -0.1 0.0 -0.1
```
Forces are in eV/Å.


Calculated values (Eh/bohr) of strongest force on any atom for the records, taken in order: 0.005, 0.085, 0.006, 0.041.